97
Properties=species:S:1:pos:R:3:lowdin_spin:R:1 method="wB97M-V/def2-TZVPD" total_energy_ev=-155110.4092 e_homo_ha="-0.0568 / -0.0779" multiplicity=5 charge=-2 s2=6.0335 gap_ev="5.87 / 6.25" max_force_ev_per_a=0.51 molar_mass_g_mol=917.94
Rh -0.71 0.06 -0.37 2.408
C -0.44 -4.07 -2.28 0.008
Si -1.47 -3.30 -0.89 0.036
C -2.19 -4.79 0.05 0.004
C -3.00 -2.41 -1.50 0.004
N -0.52 -2.21 0.08 0.289
C 0.28 -2.50 1.08 0.081
C 0.56 -3.82 1.54 0.060
C 1.42 -4.09 2.57 0.076
C 2.09 -3.04 3.22 0.069
C 1.87 -1.75 2.83 0.066
C 0.96 -1.39 1.78 0.072
N 0.70 -0.15 1.41 0.305
Si 1.36 1.27 2.20 0.033
C 3.21 1.27 1.74 0.008
C 0.53 2.83 1.58 -0.001
C 1.43 1.43 4.08 0.004
H -0.41 -5.16 -2.19 0.001
H 0.57 -3.68 -2.25 0.000
H -0.85 -3.80 -3.25 0.001
H -3.11 -5.10 -0.46 0.000
H -2.45 -4.54 1.08 0.000
H -1.52 -5.65 0.07 0.000
H -3.36 -2.86 -2.42 0.001
H -2.84 -1.35 -1.70 0.001
H -3.79 -2.49 -0.75 0.000
H 0.07 -4.65 1.04 0.001
H 1.60 -5.12 2.87 0.004
H 2.80 -3.25 4.02 0.003
H 2.41 -0.95 3.32 0.001
H 3.40 0.71 0.83 0.000
H 3.79 0.80 2.54 0.001
H 3.60 2.29 1.61 0.001
H 1.21 3.46 1.00 0.000
H 0.17 3.39 2.45 0.000
H -0.35 2.60 0.98 -0.001
H 1.81 0.56 4.61 0.000
H 0.45 1.68 4.49 0.000
H 2.11 2.26 4.28 0.000
C -1.50 -5.13 4.75 0.000
C -1.73 -3.73 4.25 0.001
C -0.89 -2.69 4.62 0.005
C -1.10 -1.40 4.14 0.001
C -2.14 -1.15 3.26 0.000
C -2.97 -2.19 2.87 0.000
C -2.78 -3.46 3.38 0.001
S -2.43 0.50 2.64 0.012
O -3.71 0.90 3.21 0.010
O -1.28 1.25 3.10 0.006
N -2.45 0.38 1.08 0.090
C -3.69 0.68 0.39 0.006
C -3.41 1.48 -0.89 0.008
O -4.36 2.07 -1.41 0.010
O -2.22 1.46 -1.34 0.083
H -0.55 -5.20 5.29 0.000
H -1.47 -5.84 3.92 0.000
H -2.29 -5.45 5.43 0.000
H -0.04 -2.89 5.26 0.001
H -0.43 -0.59 4.40 0.000
H -3.76 -1.99 2.16 0.000
H -3.44 -4.26 3.08 0.000
H -4.39 1.24 1.01 0.001
H -4.20 -0.24 0.07 0.001
S -0.52 -0.77 -2.84 0.092
C 0.88 -0.22 -3.72 0.015
C 1.35 -0.94 -4.83 0.008
C 2.39 -0.47 -5.60 0.002
C 3.01 0.73 -5.29 0.004
C 2.57 1.46 -4.19 0.002
C 1.52 0.99 -3.40 0.005
As 0.81 1.92 -1.85 0.052
C -0.43 3.15 -2.71 0.005
C -0.75 3.05 -4.05 0.002
C -1.70 3.90 -4.60 0.000
C -2.33 4.85 -3.82 0.001
C -2.02 4.94 -2.47 0.000
C -1.08 4.09 -1.91 0.001
C 2.35 3.16 -1.64 0.021
C 2.27 4.54 -1.79 0.005
C 3.40 5.34 -1.62 0.001
C 4.62 4.76 -1.32 0.003
C 4.71 3.38 -1.19 0.000
C 3.58 2.60 -1.35 0.004
H 0.86 -1.88 -5.07 0.001
H 2.73 -1.06 -6.45 0.000
H 3.83 1.11 -5.89 0.000
H 3.05 2.40 -3.95 0.000
H -0.28 2.30 -4.67 0.000
H -1.96 3.81 -5.65 0.000
H -3.09 5.50 -4.24 0.000
H -2.54 5.65 -1.83 0.000
H -0.88 4.13 -0.85 0.000
H 1.33 5.01 -2.04 0.000
H 3.32 6.41 -1.74 0.000
H 5.50 5.38 -1.19 0.000
H 5.66 2.92 -0.95 0.000
H 3.67 1.52 -1.26 0.000

=====

62
Properties=species:S:1:pos:R:3:nbo_charge:R:1 method="wB97M-V/def2-TZVPD" de_lowest_ev=0.000 total_energy_ev=-132091.6006 e_homo_ha="-0.4934 / -0.4935" multiplicity=2 charge=+2 s2=0.7563 gap_ev="7.42 / 7.35" max_force_ev_per_a=0.18 molar_mass_g_mol=569.31
Ti 0.92 -0.32 -0.58 1.621
O -1.07 3.17 -1.62 -0.690
C -0.53 4.06 -0.71 0.286
C -0.76 5.41 -0.90 -0.246
C -0.27 6.32 0.03 -0.153
C 0.46 5.89 1.13 -0.220
C 0.68 4.53 1.31 -0.171
C 0.18 3.61 0.40 -0.121
C 0.35 2.14 0.65 0.229
O 1.02 1.45 -0.42 -0.793
N -0.97 1.51 0.85 -0.436
N -1.04 0.24 0.30 -0.349
C -2.19 -0.31 0.19 0.043
C -2.37 -1.59 -0.45 -0.146
Br -0.82 -2.24 -1.39 0.172
C -3.50 -2.30 -0.55 -0.094
C -4.76 -2.02 0.13 -0.048
C -5.95 -2.32 -0.55 -0.185
C -7.17 -2.04 0.04 -0.190
C -7.23 -1.50 1.31 -0.154
C -6.06 -1.24 2.01 -0.203
C -4.83 -1.50 1.43 -0.210
H -0.39 2.53 -1.86 0.481
H -1.32 5.74 -1.77 0.243
H -0.44 7.38 -0.12 0.236
H 0.85 6.60 1.84 0.235
H 1.23 4.18 2.17 0.216
H 0.96 1.99 1.54 0.185
H -1.73 2.11 0.53 0.399
H -3.09 0.20 0.53 0.243
H -3.50 -3.17 -1.20 0.243
H -5.91 -2.75 -1.54 0.226
H -8.09 -2.26 -0.50 0.240
H -8.19 -1.30 1.78 0.238
H -6.10 -0.86 3.02 0.234
H -3.92 -1.34 2.00 0.206
C 5.64 -2.14 -4.55 -0.656
C 4.53 -1.77 -3.62 0.116
C 4.03 -2.66 -2.67 -0.232
C 3.01 -2.27 -1.83 0.066
N 2.45 -1.05 -1.89 -0.609
C 2.93 -0.18 -2.81 0.062
C 3.95 -0.50 -3.67 -0.225
H 5.97 -3.16 -4.39 0.239
H 6.49 -1.47 -4.41 0.255
H 5.31 -2.04 -5.58 0.256
H 4.44 -3.65 -2.58 0.249
H 2.62 -2.95 -1.08 0.216
H 2.47 0.81 -2.83 0.221
H 4.30 0.24 -4.38 0.251
C 1.91 -2.10 4.61 -0.409
N 2.15 -1.54 3.28 -0.290
C 3.34 -1.03 2.82 -0.046
C 3.13 -0.63 1.55 -0.071
N 1.81 -0.89 1.21 -0.625
C 1.26 -1.43 2.29 0.238
H 2.16 -1.36 5.36 0.238
H 2.52 -2.98 4.75 0.237
H 0.86 -2.37 4.70 0.230
H 4.22 -1.00 3.45 0.255
H 3.82 -0.17 0.85 0.241
H 0.23 -1.75 2.38 0.228

=====

10
Properties=species:S:1:pos:R:3:nbo_charge:R:1 method="wB97M-V/def2-TZVPD" de_lowest_ev=4.056 total_energy_ev=-10653.9036 e_homo_ha=-0.4056 charge=0 gap_ev=10.49 max_force_ev_per_a=3.71 molar_mass_g_mol=94.06
C 1.35 -0.29 -0.39 -0.125
C -0.05 0.07 -0.34 0.606
C -1.34 -0.04 0.36 -0.038
O 0.75 0.98 -0.80 -0.352
F -0.48 -0.96 -2.11 -0.662
F -1.08 -0.08 1.78 -0.371
H 1.85 0.06 0.54 0.209
H 1.69 -1.02 -1.11 0.261
H -1.88 -0.99 0.24 0.247
H -2.02 0.79 0.43 0.225

=====

13
Properties=species:S:1:pos:R:3:nbo_charge:R:1 method="wB97M-V/def2-TZVPD" de_lowest_ev=2.824 total_energy_ev=-7796.8203 e_homo_ha=-0.3519 charge=0 smiles=C1OC[C@H]2N[C@@H]12 gap_ev=10.73 max_force_ev_per_a=0.90 molar_mass_g_mol=85.11
C 0.68 0.18 -1.14 -0.109
O 0.28 1.43 -0.60 -0.512
C -0.74 0.97 0.26 -0.093
C -0.07 -0.09 1.13 -0.111
N -0.43 -1.45 0.77 -0.567
C 0.70 -0.81 0.08 -0.116
H 1.69 0.26 -1.54 0.203
H 0.00 -0.01 -2.00 0.180
H -1.26 1.79 0.77 0.208
H -1.41 0.39 -0.39 0.147
H 0.26 0.13 2.14 0.211
H -1.31 -1.46 0.24 0.346
H 1.63 -1.33 0.27 0.213

=====

56
Properties=species:S:1:pos:R:3:nbo_charge:R:1 method="wB97M-V/def2-TZVPD" de_lowest_ev=2.253 total_energy_ev=-325708.2584 e_homo_ha="-0.1503 / -0.1552" charge=-1 gap_ev="3.85 / 6.01" max_force_ev_per_a=2.51 molar_mass_g_mol=872.88
In 0.14 0.07 -0.03 1.848
C 5.15 -1.87 1.49 -0.234
C 4.28 -2.00 0.50 -0.155
C 3.02 -1.19 0.42 0.008
C 2.77 -0.37 1.66 0.133
C 3.80 -0.22 2.67 -0.158
C 4.92 -0.94 2.59 -0.243
N 1.62 0.22 1.73 -0.295
N 1.34 1.02 2.78 -0.449
C 0.10 1.53 2.73 0.371
C -0.33 2.35 3.81 -0.268
C -1.58 2.89 3.79 -0.161
C -2.45 2.64 2.70 -0.350
C -1.97 1.85 1.69 0.091
N -0.74 1.31 1.69 -0.620
H 6.06 -2.46 1.50 0.201
H 4.47 -2.67 -0.33 0.207
H 2.17 -1.87 0.25 0.196
H 3.61 0.48 3.48 0.228
H 5.69 -0.83 3.35 0.199
H 0.36 2.52 4.62 0.216
H -1.91 3.51 4.62 0.201
H -3.45 3.05 2.66 0.210
H -2.57 1.63 0.82 0.209
Br -3.80 -5.51 -2.18 0.107
C -2.77 -4.32 -1.14 -0.150
C -2.55 -4.58 0.21 -0.107
Br -3.27 -6.14 1.01 0.112
C -1.79 -3.70 0.98 -0.216
Br -1.44 -3.98 2.81 0.107
C -1.24 -2.54 0.42 0.386
O -0.54 -1.68 1.09 -0.664
C -1.47 -2.27 -0.98 0.297
O -0.95 -1.20 -1.47 -0.568
C -2.24 -3.17 -1.72 -0.152
Br -2.51 -2.73 -3.54 0.116
O 1.85 -0.03 -1.26 -0.643
O 3.15 -0.37 -0.74 -0.305
C 1.66 3.00 -0.46 -0.673
C 0.63 3.55 -1.37 0.025
C 0.79 4.79 -1.95 -0.252
C -0.18 5.32 -2.80 -0.196
C -1.37 4.64 -3.08 -0.269
C -1.60 3.41 -2.52 0.014
C -2.85 2.64 -2.80 -0.636
C -0.59 2.79 -1.65 0.174
N -0.85 1.63 -1.18 -0.814
H 2.50 3.68 -0.37 0.204
H 2.01 2.03 -0.82 0.277
H 1.24 2.84 0.54 0.220
H 1.69 5.36 -1.75 0.194
H -0.02 6.30 -3.24 0.190
H -2.10 5.08 -3.74 0.193
H -3.51 3.20 -3.47 0.191
H -3.38 2.43 -1.87 0.221
H -2.61 1.67 -3.24 0.233

=====

45
Properties=species:S:1:pos:R:3:nbo_charge:R:1 method="wB97M-V/def2-TZVPD" de_lowest_ev=1.843 total_energy_ev=-27701.8815 e_homo_ha=-0.3118 charge=0 smiles="O=C1C(=Cc2ccccc2)C(=O)c2ccccc21.CN1CCCC1" gap_ev=7.80 max_force_ev_per_a=1.98 molar_mass_g_mol=319.40
C -0.04 1.02 2.16 -0.406
N -1.27 0.97 1.40 -0.446
C -2.12 -0.21 1.75 -0.222
C -3.59 0.24 1.66 -0.417
C -3.56 1.79 1.63 -0.417
C -2.08 2.18 1.66 -0.220
H 0.56 1.86 1.80 0.203
H -0.25 1.17 3.24 0.166
H 0.55 0.12 2.02 0.199
H -1.90 -1.05 1.08 0.198
H -1.89 -0.53 2.79 0.170
H -4.08 -0.17 0.77 0.211
H -4.13 -0.10 2.55 0.211
H -4.06 2.20 0.75 0.214
H -4.05 2.19 2.53 0.210
H -1.82 2.55 2.68 0.164
H -1.82 2.97 0.95 0.202
C 3.59 -4.27 0.28 -0.194
C 2.61 -3.66 -0.51 -0.186
C 2.44 -2.28 -0.43 -0.045
C 3.22 -1.52 0.47 -0.132
C 4.14 -2.13 1.31 -0.174
C 4.35 -3.51 1.19 -0.190
C 2.78 -0.10 0.45 0.549
O 3.27 0.84 1.07 -0.536
C 1.59 -0.05 -0.47 -0.288
C 0.87 1.07 -0.70 0.029
C -0.06 1.21 -1.81 -0.113
C -1.22 0.42 -1.88 -0.161
C -2.10 0.54 -2.96 -0.165
C -1.80 1.42 -4.01 -0.220
C -0.68 2.25 -3.93 -0.223
C 0.18 2.16 -2.83 -0.183
C 1.39 -1.43 -1.05 0.519
O 0.52 -1.81 -1.83 -0.522
H 3.75 -5.35 0.21 0.222
H 1.96 -4.23 -1.18 0.234
H 4.65 -1.53 2.06 0.236
H 5.09 -4.00 1.82 0.222
H 1.19 1.99 -0.20 0.227
H -1.40 -0.31 -1.09 0.224
H -2.99 -0.09 -2.98 0.206
H -2.44 1.44 -4.90 0.214
H -0.45 2.95 -4.73 0.216
H 1.10 2.75 -2.77 0.212

=====

What did the second record say?
62
Properties=species:S:1:pos:R:3:nbo_charge:R:1 method="wB97M-V/def2-TZVPD" de_lowest_ev=0.000 total_energy_ev=-132091.6006 e_homo_ha="-0.4934 / -0.4935" multiplicity=2 charge=+2 s2=0.7563 gap_ev="7.42 / 7.35" max_force_ev_per_a=0.18 molar_mass_g_mol=569.31
Ti 0.92 -0.32 -0.58 1.621
O -1.07 3.17 -1.62 -0.690
C -0.53 4.06 -0.71 0.286
C -0.76 5.41 -0.90 -0.246
C -0.27 6.32 0.03 -0.153
C 0.46 5.89 1.13 -0.220
C 0.68 4.53 1.31 -0.171
C 0.18 3.61 0.40 -0.121
C 0.35 2.14 0.65 0.229
O 1.02 1.45 -0.42 -0.793
N -0.97 1.51 0.85 -0.436
N -1.04 0.24 0.30 -0.349
C -2.19 -0.31 0.19 0.043
C -2.37 -1.59 -0.45 -0.146
Br -0.82 -2.24 -1.39 0.172
C -3.50 -2.30 -0.55 -0.094
C -4.76 -2.02 0.13 -0.048
C -5.95 -2.32 -0.55 -0.185
C -7.17 -2.04 0.04 -0.190
C -7.23 -1.50 1.31 -0.154
C -6.06 -1.24 2.01 -0.203
C -4.83 -1.50 1.43 -0.210
H -0.39 2.53 -1.86 0.481
H -1.32 5.74 -1.77 0.243
H -0.44 7.38 -0.12 0.236
H 0.85 6.60 1.84 0.235
H 1.23 4.18 2.17 0.216
H 0.96 1.99 1.54 0.185
H -1.73 2.11 0.53 0.399
H -3.09 0.20 0.53 0.243
H -3.50 -3.17 -1.20 0.243
H -5.91 -2.75 -1.54 0.226
H -8.09 -2.26 -0.50 0.240
H -8.19 -1.30 1.78 0.238
H -6.10 -0.86 3.02 0.234
H -3.92 -1.34 2.00 0.206
C 5.64 -2.14 -4.55 -0.656
C 4.53 -1.77 -3.62 0.116
C 4.03 -2.66 -2.67 -0.232
C 3.01 -2.27 -1.83 0.066
N 2.45 -1.05 -1.89 -0.609
C 2.93 -0.18 -2.81 0.062
C 3.95 -0.50 -3.67 -0.225
H 5.97 -3.16 -4.39 0.239
H 6.49 -1.47 -4.41 0.255
H 5.31 -2.04 -5.58 0.256
H 4.44 -3.65 -2.58 0.249
H 2.62 -2.95 -1.08 0.216
H 2.47 0.81 -2.83 0.221
H 4.30 0.24 -4.38 0.251
C 1.91 -2.10 4.61 -0.409
N 2.15 -1.54 3.28 -0.290
C 3.34 -1.03 2.82 -0.046
C 3.13 -0.63 1.55 -0.071
N 1.81 -0.89 1.21 -0.625
C 1.26 -1.43 2.29 0.238
H 2.16 -1.36 5.36 0.238
H 2.52 -2.98 4.75 0.237
H 0.86 -2.37 4.70 0.230
H 4.22 -1.00 3.45 0.255
H 3.82 -0.17 0.85 0.241
H 0.23 -1.75 2.38 0.228